#A
43
Properties=species:S:1:pos:R:3 method="wB97M-V/def2-TZVPD" gap_ev=6.61 homo_ev=-6.8 total_charge=0
Sr -1.75 -2.21 -0.77
N -1.39 -5.11 -1.57
C 0.02 -4.86 -1.22
C 0.18 -3.35 -1.31
O -0.33 -2.81 -2.33
O 0.53 -2.71 -0.30
H -1.60 -6.10 -1.54
H -1.51 -4.81 -2.53
H 0.73 -5.37 -1.88
H 0.20 -5.16 -0.19
C -2.97 0.20 -1.15
C -2.06 1.06 -1.91
C -2.30 1.37 -3.26
C -1.45 2.19 -3.97
C -0.32 2.75 -3.36
C -0.05 2.43 -2.03
C -0.89 1.59 -1.33
C 0.54 3.62 -4.08
N 1.25 4.34 -4.65
H -3.92 0.09 -1.67
H -3.16 0.62 -0.15
H -3.17 0.96 -3.75
H -1.66 2.43 -5.01
H 0.84 2.83 -1.56
H -0.65 1.33 -0.30
N -1.16 0.29 2.20
C -0.47 -0.84 2.46
S -1.19 -2.35 2.35
N 0.83 -0.74 2.78
C 1.62 0.42 2.99
C 2.93 0.41 2.52
C 3.74 1.51 2.72
C 3.26 2.63 3.37
C 1.96 2.63 3.86
C 1.14 1.53 3.68
H -2.08 0.17 1.80
H -0.67 1.14 1.98
H 1.32 -1.62 2.74
H 3.30 -0.47 2.00
H 4.76 1.49 2.34
H 3.89 3.50 3.50
H 1.59 3.49 4.40
H 0.15 1.51 4.11

***

#B
43
Properties=species:S:1:pos:R:3 method="wB97M-V/def2-TZVPD" gap_ev=6.75 homo_ev=-6.8 total_charge=0
Sr 1.11 1.37 0.82
N -0.53 1.53 3.33
C -0.42 0.08 3.65
C 0.73 -0.34 2.76
O 1.84 0.22 2.98
O 0.47 -0.91 1.67
H 0.08 2.04 3.96
H -1.47 1.87 3.47
H -1.33 -0.42 3.34
H -0.23 -0.11 4.70
C -0.34 1.30 -1.44
C -1.32 1.71 -0.52
C -1.45 3.06 -0.09
C -2.36 3.44 0.87
C -3.18 2.49 1.50
C -3.04 1.15 1.13
C -2.13 0.76 0.18
C -4.09 2.88 2.53
N -4.81 3.19 3.38
H -0.01 2.05 -2.16
H -0.42 0.29 -1.83
H -0.87 3.83 -0.60
H -2.45 4.48 1.16
H -3.66 0.40 1.61
H -2.04 -0.29 -0.08
N 2.69 0.26 -2.82
C 2.92 0.15 -1.51
S 3.69 1.42 -0.66
N 2.52 -0.96 -0.89
C 1.86 -2.08 -1.51
C 0.61 -2.45 -1.05
C -0.03 -3.53 -1.64
C 0.57 -4.22 -2.68
C 1.83 -3.85 -3.13
C 2.49 -2.78 -2.53
H 2.87 1.15 -3.25
H 2.14 -0.43 -3.31
H 2.75 -1.03 0.10
H 0.15 -1.91 -0.23
H -1.01 -3.83 -1.29
H 0.07 -5.06 -3.15
H 2.31 -4.39 -3.93
H 3.48 -2.50 -2.85

***

Which of them is the most stable, and which is the least stable? #B and #A, in that order.

***

#A
110
Properties=species:S:1:pos:R:3 method="wB97M-V/def2-TZVPD" gap_ev=9.82 homo_ev=-9.6 total_charge=0
O 1.73 -1.17 3.23
C 0.95 -0.73 4.29
C 1.28 0.73 4.63
O 2.52 0.91 5.34
H 1.60 -2.13 3.22
H -0.07 -0.81 3.92
H 0.98 -1.43 5.13
H 0.52 1.16 5.28
H 1.28 1.39 3.76
H 3.22 0.79 4.71
O 0.34 -1.22 -1.76
C -0.37 -0.38 -0.89
C -0.05 -0.56 0.66
O 1.12 0.21 1.00
H 1.21 -0.83 -1.82
H -0.29 0.64 -1.27
H -1.45 -0.52 -0.96
H 0.23 -1.58 0.94
H -0.86 -0.25 1.32
H 1.50 -0.09 1.83
O 2.85 -0.22 -2.31
C 3.05 -0.07 -3.66
C 4.46 0.17 -4.06
O 4.84 1.39 -3.39
H 2.84 0.66 -1.92
H 2.83 -1.08 -3.98
H 2.44 0.69 -4.14
H 4.60 0.30 -5.14
H 5.07 -0.67 -3.75
H 4.93 2.05 -4.08
O -3.40 -2.69 1.46
C -2.68 -3.40 0.51
C -3.61 -4.17 -0.51
O -4.15 -5.37 0.04
H -3.90 -3.26 2.05
H -2.11 -2.62 0.01
H -2.00 -4.01 1.10
H -2.97 -4.49 -1.33
H -4.25 -3.49 -1.08
H -4.93 -5.18 0.57
O -1.39 3.94 0.24
C -1.66 3.07 1.32
C -2.21 3.84 2.58
O -1.16 4.17 3.51
H -1.37 3.43 -0.57
H -2.35 2.31 0.97
H -0.78 2.51 1.63
H -2.94 3.19 3.07
H -2.65 4.82 2.40
H -0.52 4.61 2.95
O -0.06 -4.03 -2.24
C -0.04 -3.87 -3.64
C -0.66 -5.10 -4.28
O -2.03 -5.19 -4.19
H -0.12 -3.18 -1.80
H -0.63 -2.98 -3.88
H 0.95 -3.59 -4.02
H -0.36 -5.99 -3.72
H -0.33 -5.24 -5.31
H -2.29 -5.34 -3.27
O 4.45 1.38 2.89
C 5.15 2.55 3.38
C 6.44 2.24 4.14
O 6.29 1.53 5.36
H 3.59 1.68 2.58
H 5.42 3.26 2.60
H 4.47 3.08 4.04
H 6.93 3.20 4.31
H 7.15 1.61 3.60
H 6.23 0.61 5.08
O -3.67 -3.21 -3.40
C -4.09 -1.95 -3.91
C -3.00 -0.91 -3.84
O -2.01 -1.01 -4.93
H -3.00 -3.58 -3.97
H -4.28 -2.11 -4.97
H -4.96 -1.57 -3.37
H -2.51 -1.02 -2.88
H -3.48 0.07 -3.87
H -1.59 -0.15 -5.04
O 2.47 2.00 -0.74
C 2.40 3.40 -0.47
C 2.94 3.70 1.02
O 2.16 3.26 2.08
H 2.29 1.51 0.07
H 3.09 3.81 -1.21
H 1.37 3.75 -0.56
H 3.03 4.79 1.05
H 3.97 3.36 1.19
H 1.66 3.95 2.51
O -1.61 2.37 -2.40
C -0.59 2.40 -3.42
C -1.02 2.84 -4.81
O -2.00 2.00 -5.41
H -2.38 1.99 -2.83
H 0.29 3.00 -3.17
H -0.31 1.35 -3.50
H -0.17 3.11 -5.43
H -1.43 3.85 -4.73
H -2.59 2.58 -5.91
O -3.35 -3.02 4.65
C -3.05 -1.86 5.27
C -3.77 -0.60 4.74
O -3.34 -0.34 3.46
H -3.54 -3.73 5.27
H -3.34 -1.92 6.32
H -1.99 -1.62 5.21
H -3.56 0.27 5.37
H -4.84 -0.82 4.80
H -3.06 -1.16 3.05

***

#B
110
Properties=species:S:1:pos:R:3 method="wB97M-V/def2-TZVPD" gap_ev=9.84 homo_ev=-9.7 total_charge=0
O -11.72 19.55 -3.34
C -11.27 18.39 -3.97
C -12.22 17.42 -4.68
O -11.53 16.12 -4.85
H -10.99 20.18 -3.33
H -10.47 18.66 -4.66
H -10.93 17.84 -3.09
H -12.47 17.91 -5.63
H -13.09 17.46 -4.03
H -12.17 15.60 -5.33
O -14.33 12.86 0.27
C -13.21 13.57 -0.15
C -13.43 15.05 -0.44
O -14.05 15.54 0.68
H -14.18 11.97 -0.07
H -12.39 13.54 0.57
H -12.84 13.11 -1.07
H -14.23 15.15 -1.18
H -12.58 15.61 -0.83
H -13.79 14.93 1.36
O -17.57 16.62 -4.72
C -18.00 17.27 -5.97
C -19.40 16.96 -6.61
O -20.42 17.64 -5.92
H -17.71 17.07 -3.89
H -17.72 18.32 -6.06
H -17.30 16.74 -6.62
H -19.64 15.91 -6.45
H -19.34 17.06 -7.69
H -21.26 17.35 -6.28
O -13.90 12.98 -6.68
C -13.47 11.67 -7.19
C -13.69 10.34 -6.26
O -15.01 10.00 -6.19
H -14.71 12.86 -6.17
H -14.13 11.53 -8.05
H -12.41 11.68 -7.44
H -13.17 10.59 -5.34
H -13.19 9.47 -6.69
H -15.51 10.73 -5.82
O -6.78 16.48 -6.48
C -6.79 16.29 -5.06
C -5.52 15.43 -4.84
O -4.36 15.76 -5.64
H -5.89 16.23 -6.72
H -6.70 17.21 -4.48
H -7.57 15.71 -4.57
H -5.68 14.35 -4.87
H -5.26 15.68 -3.81
H -3.59 15.83 -5.07
O -16.69 17.84 -10.26
C -15.60 16.97 -10.44
C -16.17 15.62 -11.05
O -16.10 15.44 -12.39
H -16.92 18.23 -11.11
H -14.83 17.49 -11.01
H -15.07 16.72 -9.52
H -17.22 15.56 -10.76
H -15.60 14.80 -10.63
H -15.53 16.16 -12.67
O -8.02 19.64 2.04
C -8.50 19.62 0.83
C -7.64 18.72 -0.02
O -6.37 19.39 -0.26
H -8.31 20.47 2.42
H -9.54 19.36 0.64
H -8.25 20.60 0.44
H -8.02 18.73 -1.04
H -7.64 17.66 0.25
H -5.89 19.21 0.56
O -9.45 25.16 -1.19
C -9.71 26.52 -1.33
C -9.05 26.94 -2.60
O -9.79 26.58 -3.72
H -10.20 24.66 -1.51
H -10.79 26.57 -1.45
H -9.33 27.13 -0.51
H -8.06 26.56 -2.84
H -8.95 28.02 -2.57
H -9.32 26.29 -4.51
O -8.08 17.73 -11.29
C -9.43 17.88 -11.21
C -9.87 17.99 -9.76
O -10.08 16.70 -9.25
H -7.73 17.13 -10.64
H -9.66 18.79 -11.76
H -9.84 17.00 -11.70
H -10.87 18.43 -9.80
H -9.08 18.52 -9.23
H -9.51 16.58 -8.49
O -6.12 22.36 -2.87
C -6.40 21.89 -4.09
C -7.56 22.51 -4.85
O -8.77 22.68 -4.06
H -6.45 21.78 -2.19
H -5.49 22.01 -4.68
H -6.49 20.81 -4.09
H -7.80 22.10 -5.83
H -7.24 23.55 -4.94
H -8.57 23.43 -3.49
O -12.75 23.70 1.59
C -12.94 22.45 0.91
C -13.72 22.67 -0.39
O -13.02 23.17 -1.54
H -11.85 23.93 1.36
H -11.98 21.99 0.68
H -13.62 21.83 1.50
H -14.52 23.32 -0.05
H -14.23 21.75 -0.66
H -13.39 22.81 -2.35

***

Which of them is the most stable, and which is the least stable? #A and #B, in that order.